[1]
The following is a DFT calculation (ωB97M-V/def2-TZVPD) of a structure of composition C36H29CoF5N5O5S4.

Computed properties:
Energy above the lowest of the compared OMol25 structures with the same formula, charge and spin = 0.0 kcal/mol
HOMO level (spin up / spin down) = -0.301 / -0.300 Ha
Multiplicity = 5
Lowest unoccupied orbital energy (spin up / spin down) = 0.0 / -1.9 eV

Each line ends with the Löwdin charge.
CARTESIAN COORDINATES (ANGSTROEM)
Co 0.314839 0.941004 1.539873  0.68
N 3.079555 7.398621 4.929310  0.11
C 3.006402 6.047662 4.667017  -0.32
C 2.892507 5.589332 3.346963  -0.02
C 2.854002 4.239819 3.078102  -0.05
C 2.922982 3.321326 4.124735  -0.30
C 3.034182 3.760214 5.436836  -0.06
C 3.078091 5.116727 5.705488  -0.03
S 2.847066 1.613222 3.759857  0.57
O 3.720502 1.334584 2.661093  -0.34
O 2.962509 0.900131 5.001290  -0.32
N 1.335684 1.429752 3.176221  -0.21
C 0.247435 1.332455 3.996342  -0.70
S 0.071494 1.402077 5.708879  1.09
C -1.632915 1.163062 5.516667  -0.39
C -1.948735 1.029801 4.214217  -0.21
N -0.881426 1.135763 3.353619  -0.02
H 2.809737 8.042132 4.208047  0.09
H 2.935572 7.713286 5.871338  0.09
H 2.837758 6.306133 2.535764  0.11
H 2.770020 3.889421 2.055933  0.11
H 3.091541 3.034072 6.237157  0.11
H 3.172068 5.463907 6.727788  0.11
H -2.291074 1.124182 6.368078  0.06
H -2.937266 0.855093 3.817122  0.11
C -2.284997 -0.581614 -3.659215  -0.09
C -1.348067 -0.149732 -2.538851  -0.23
C 0.068040 -0.655437 -2.781264  -0.16
N 0.926250 -0.357866 -1.631174  0.06
C 1.774059 0.637406 -1.484905  -0.76
S 2.270330 1.250890 0.012359  0.81
N 2.329698 1.192856 -2.624687  0.11
C 2.856110 0.570526 -3.768991  -0.41
O 3.171054 1.256622 -4.709549  0.12
C 3.051631 -0.909523 -3.750686  -0.17
C 2.816430 -1.612124 -4.926220  -0.02
C 3.024259 -2.981415 -4.963980  -0.07
C 3.494802 -3.642343 -3.835771  -0.07
C 3.759067 -2.934348 -2.670971  -0.06
C 3.531981 -1.567064 -2.623710  -0.03
H -3.281919 -0.164740 -3.515539  0.07
H -2.379126 -1.670117 -3.693904  0.08
H -1.921453 -0.243446 -4.632673  0.08
H -1.704527 -0.534442 -1.579294  0.10
H -1.323253 0.940617 -2.451564  0.12
H 0.484286 -0.216244 -3.683560  0.11
H 0.067172 -1.738916 -2.920986  0.14
H 0.617060 -0.778770 -0.755947  0.06
H 2.596705 2.164157 -2.542579  0.14
H 2.471060 -1.075885 -5.800870  0.12
H 2.828655 -3.531977 -5.874638  0.11
H 3.664439 -4.711115 -3.867357  0.10
H 4.143675 -3.444769 -1.797739  0.11
H 3.746469 -1.017045 -1.714492  0.11
C -3.593074 -7.552800 -3.906515  -0.08
C -2.929527 -6.537041 -3.009476  -0.74
O -2.200653 -5.674632 -3.409574  0.04
S -3.378540 -6.759891 -1.282902  1.02
C -2.527557 -5.397275 -0.549561  -0.54
C -1.139423 -5.378670 -0.497616  -0.08
C -0.485373 -4.282053 0.034091  -0.02
C -1.212131 -3.198172 0.527527  -0.24
C -2.606879 -3.237858 0.505023  -0.02
C -3.261117 -4.332154 -0.035969  -0.08
C -0.539601 -2.005872 0.964843  -0.09
C -0.025530 -0.929482 1.189074  -0.08
H -2.856620 -7.942872 -4.606611  0.09
H -4.368408 -7.039674 -4.476759  0.09
H -4.047796 -8.366786 -3.344560  0.06
H -0.574420 -6.215791 -0.885316  0.11
H 0.596123 -4.252604 0.063629  0.12
H -3.165919 -2.394996 0.890664  0.12
H -4.342126 -4.355653 -0.078941  0.11
F -5.648274 4.084227 0.089517  0.12
C -4.397423 3.640270 0.236321  -0.14
C -3.330001 4.517364 0.170357  -0.14
F -3.551865 5.817199 -0.039698  0.12
C -2.037423 4.054509 0.323348  -0.14
F -1.028121 4.927683 0.258032  0.12
C -1.759020 2.706495 0.542360  -0.24
O -0.500958 2.306500 0.660427  -0.18
C -2.854509 1.848197 0.608224  -0.15
F -2.653072 0.538290 0.824782  0.08
C -4.152224 2.299018 0.457449  -0.14
F -5.170976 1.436620 0.528816  0.12

Force components x, y, z for each atom (eV/Å):
0.54 0.25 -0.25
0.13 -0.04 -0.02
-0.06 0.06 0.02
0.00 0.03 -0.01
0.00 -0.05 0.06
0.06 0.20 0.02
-0.02 0.01 -0.08
0.00 -0.02 0.03
-0.06 0.15 -0.10
0.07 -0.06 0.01
0.01 -0.07 0.06
-0.29 -0.29 0.23
0.17 0.10 0.11
0.13 -0.02 -0.03
0.00 0.03 0.04
0.00 -0.04 -0.19
-0.27 -0.02 0.04
-0.05 0.00 0.00
-0.04 -0.01 0.00
0.00 -0.02 0.01
0.00 0.00 0.02
0.00 0.02 -0.02
0.00 -0.01 -0.01
0.02 0.01 -0.01
0.01 -0.01 -0.01
-0.02 -0.02 -0.01
0.00 0.00 0.02
0.10 -0.09 0.09
-0.30 0.07 0.01
0.08 0.03 -0.22
0.00 -0.17 0.01
0.06 0.07 0.11
-0.07 -0.07 0.01
-0.02 0.02 -0.03
0.05 0.08 0.04
-0.01 -0.04 -0.03
0.01 -0.01 0.02
-0.01 0.02 -0.02
-0.01 0.02 -0.01
0.03 -0.05 0.03
0.01 -0.01 0.01
0.02 0.05 0.00
-0.01 0.00 0.02
0.00 0.00 0.02
0.00 0.00 0.00
-0.02 0.05 0.00
0.03 -0.01 -0.02
-0.01 -0.01 0.04
0.02 -0.02 0.02
0.01 0.00 0.00
0.00 0.00 0.01
-0.01 0.01 0.00
0.00 0.00 -0.01
0.00 -0.02 -0.02
-0.04 0.01 0.05
-0.09 -0.09 -0.01
0.04 0.05 0.07
0.03 -0.07 -0.11
-0.04 0.13 0.03
0.02 0.01 0.04
0.05 -0.07 -0.02
0.13 0.14 -0.01
-0.05 -0.02 0.01
0.06 0.00 -0.01
-0.13 -0.27 -0.28
-0.10 -0.06 0.35
0.01 0.01 0.00
0.00 0.00 -0.01
0.01 0.00 -0.01
-0.01 0.01 -0.01
-0.01 0.01 -0.01
0.00 -0.02 -0.01
0.01 0.00 0.00
0.05 -0.02 0.01
-0.10 0.03 -0.01
0.03 0.14 -0.02
0.00 -0.07 0.01
0.02 0.22 -0.04
-0.05 -0.05 0.00
0.30 -0.11 0.19
-0.36 0.15 -0.24
-0.06 -0.21 0.04
-0.02 0.09 -0.04
-0.05 -0.06 0.01
0.04 0.02 0.00

[2]
The following is a DFT calculation (ωB97M-V/def2-TZVPD) of a structure of composition C36H30AsMnN4S7 at a distorted geometry.

Computed properties:
HOMO level (spin up / spin down) = -0.694 / -0.694 Ha
Charge = +4
Lowest unoccupied orbital energy (spin up / spin down) = -13.1 / -13.1 eV

Each line ends with the Löwdin charge.
CARTESIAN COORDINATES (ANGSTROEM)
Mn -0.122647 0.063734 0.247370  -0.01
N 1.213010 -0.607878 0.950024  -0.30
S 2.643151 -0.305199 1.529997  0.95
N 3.286677 1.000555 0.928195  -0.33
S 3.530558 1.376865 -0.584416  0.97
N 2.566033 2.497155 -1.115184  -0.33
S 1.095039 2.817452 -0.700029  0.94
N 0.215187 1.554516 -0.360292  -0.31
C 1.091523 3.840469 0.705843  -0.35
C -0.156150 4.155005 1.250889  -0.04
C -0.186555 5.022576 2.326166  -0.01
C 1.000736 5.563023 2.820756  0.00
C 2.228242 5.241279 2.253264  -0.02
C 2.290772 4.370136 1.175594  -0.05
C 0.371730 3.638378 -2.036840  -0.34
C -0.765700 3.094668 -2.633163  -0.04
C -1.332423 3.800510 -3.681700  -0.02
C -0.772626 5.003284 -4.095144  0.01
C 0.363241 5.524912 -3.476239  -0.01
C 0.953256 4.848372 -2.426510  -0.03
C 5.129557 2.050610 -0.642699  -0.34
C 5.790194 2.358040 0.547470  -0.05
C 7.049064 2.927842 0.450716  -0.02
C 7.610903 3.173588 -0.797866  0.01
C 6.925331 2.864288 -1.970666  -0.01
C 5.667021 2.294843 -1.908796  -0.03
C 3.460686 0.038843 -1.707683  -0.33
C 2.444588 -0.024056 -2.660232  -0.05
C 2.436808 -1.099494 -3.532223  -0.02
C 3.427636 -2.072935 -3.449946  0.01
C 4.444049 -1.981368 -2.502300  -0.01
C 4.475171 -0.917083 -1.619556  -0.05
C 2.502034 0.022930 3.224441  -0.32
C 1.829408 1.193493 3.596823  -0.05
C 1.676403 1.441889 4.944044  -0.02
C 2.180693 0.542345 5.885657  0.01
C 2.837882 -0.614784 5.491807  0.00
C 3.003700 -0.897277 4.143842  -0.02
C 3.615088 -1.713879 1.266332  -0.38
C 4.994259 -1.582897 1.460658  -0.08
C 5.768704 -2.718879 1.316499  -0.01
C 5.170563 -3.935531 0.984511  0.01
C 3.796918 -4.035025 0.794884  -0.01
C 2.992242 -2.915195 0.937768  -0.03
H -1.073345 3.749152 0.840864  0.13
H -1.135195 5.296271 2.768269  0.13
H 0.963568 6.257995 3.649917  0.14
H 3.137182 5.685192 2.636724  0.13
H 3.236131 4.136973 0.704677  0.11
H -1.189319 2.160329 -2.293079  0.10
H -2.214643 3.415248 -4.174469  0.13
H -1.229585 5.548763 -4.910632  0.14
H 0.782668 6.463927 -3.811071  0.14
H 1.832090 5.245248 -1.933633  0.13
H 5.335843 2.167671 1.509362  0.11
H 7.593710 3.180294 1.350548  0.13
H 8.598408 3.612455 -0.859651  0.14
H 7.374795 3.065190 -2.933739  0.14
H 5.125384 2.053067 -2.814608  0.13
H 1.711015 0.763278 -2.756322  0.10
H 1.677472 -1.161461 -4.300595  0.13
H 3.424248 -2.897966 -4.150596  0.14
H 5.228250 -2.726086 -2.470323  0.13
H 5.282639 -0.820995 -0.904795  0.12
H 1.456014 1.889584 2.855513  0.10
H 1.167014 2.337951 5.272133  0.13
H 2.054840 0.749606 6.940513  0.14
H 3.221041 -1.303671 6.232300  0.14
H 3.502543 -1.803376 3.832871  0.12
H 5.442397 -0.633710 1.728971  0.13
H 6.838073 -2.663075 1.471390  0.14
H 5.787576 -4.818822 0.879152  0.14
H 3.350370 -4.987754 0.544302  0.13
H 1.921160 -2.974760 0.805640  0.12
S -4.087502 -2.995497 0.553990  0.31
As -2.861305 -1.307234 0.134135  -0.05
S -1.830421 0.044520 1.513632  0.37
S -1.079374 -1.245692 -1.142282  0.35
S -4.888379 -1.252075 -0.516346  0.30

Force components x, y, z for each atom (eV/Å):
1.15 0.52 -0.09
-0.61 -0.32 -0.08
0.06 0.11 0.07
-0.04 0.01 0.19
0.23 0.02 -0.20
-0.02 -0.06 -0.14
-0.09 0.10 0.07
-0.24 -0.28 0.06
0.02 0.01 0.05
0.07 0.03 0.05
0.00 0.02 0.01
-0.01 0.00 0.00
0.01 0.00 0.00
-0.11 0.00 0.05
-0.08 0.04 -0.04
0.10 0.11 -0.07
-0.02 -0.02 0.00
0.01 0.03 -0.02
0.00 0.01 0.00
-0.10 -0.07 -0.08
0.08 -0.01 0.08
0.03 0.05 -0.12
0.00 0.00 0.01
0.01 0.01 -0.01
0.00 0.00 -0.01
0.01 0.05 0.09
-0.07 -0.01 0.04
0.07 -0.05 0.06
0.00 -0.03 -0.03
-0.01 0.00 0.01
0.00 0.01 0.00
0.01 0.04 -0.15
-0.02 0.07 0.04
0.07 -0.06 0.03
-0.01 0.02 0.04
-0.02 0.02 0.01
0.00 -0.03 -0.02
-0.10 0.06 0.04
0.03 -0.04 -0.01
-0.10 -0.20 0.13
0.02 0.02 0.02
0.01 0.00 -0.01
0.00 -0.01 -0.02
0.13 0.00 0.04
0.01 0.00 -0.01
0.01 0.01 0.01
0.00 -0.01 0.00
-0.01 0.00 0.00
0.01 0.00 0.00
-0.01 0.00 0.01
0.00 0.01 0.00
0.01 0.00 0.00
-0.01 0.00 0.00
-0.01 0.00 0.01
0.01 -0.01 0.01
0.00 -0.01 -0.01
-0.01 0.00 0.00
0.01 0.00 0.01
0.00 -0.03 0.00
-0.03 0.04 0.00
0.01 -0.01 0.01
0.00 0.00 0.00
0.00 0.00 -0.01
-0.03 0.05 -0.12
0.01 0.02 -0.02
0.00 -0.01 0.01
0.00 0.00 0.00
0.00 0.01 0.00
0.02 -0.02 -0.02
-0.01 0.01 0.01
0.00 -0.01 0.00
0.00 0.00 0.01
0.01 0.00 0.00
0.00 0.00 0.00
0.01 -0.07 0.06
0.20 0.07 -0.11
-0.43 0.05 0.48
-0.20 -0.31 -0.34
-0.06 0.05 -0.01

no.,energy (Eh),molecular weight (g/mol)
1,-5514.013228,893.8
2,-7781.209797,873.0